No. 1
Below is 2 unconnected molecules or ions with the total composition C7H14OSe, with properties calculated with ωB97M-V/def2-TZVPD.

Structure (XYZ):
```
23
Properties=species:S:1:pos:R:3:nbo_charge:R:1
C 0.36301 -1.37351 -1.97160 0.34
C 1.69143 -1.89484 -1.51409 -0.66
C -0.49879 2.93547 0.19843 -0.44
C 0.20951 1.59246 2.18074 -0.66
C -1.15204 -1.09056 1.37640 -0.78
C 0.19650 -0.27302 -2.69035 -0.54
C -0.58377 1.84389 0.94232 -0.13
O -0.67512 -2.17417 -1.58644 -0.69
Se -1.84437 0.47032 0.42232 0.28
H 2.42359 -1.09343 -1.47138 0.22
H 1.58591 -2.35094 -0.53157 0.22
H 2.04732 -2.66292 -2.20026 0.23
H 0.15722 3.74959 0.45774 0.20
H -1.50274 -1.78273 -1.89373 0.48
H -1.09434 3.05281 -0.69393 0.20
H 0.88355 0.74865 2.03577 0.22
H -0.45230 1.36193 3.01527 0.22
H 0.80505 2.46744 2.43207 0.22
H -1.18949 -0.92988 2.45078 0.22
H -1.80017 -1.91853 1.09860 0.24
H -0.13895 -1.29863 1.04397 0.22
H -0.77848 0.06477 -2.99960 0.20
H 1.03301 0.34266 -2.96499 0.21
```

Kohn-Sham gap = 8.65 eV
Highest occupied orbital energy = -7.95 eV
Calculated total energy = -2751.7280 Ha



No. 2
Below is 2 unconnected molecules or ions with the total composition C7H14S at a distorted geometry, with properties calculated with ωB97M-V/def2-TZVPD.

Structure (XYZ):
```
22
Properties=species:S:1:pos:R:3:nbo_charge:R:1
C 0.39591 -0.56404 1.12593 -0.41
C 0.93724 1.74829 0.13220 -0.69
C 0.75946 0.01143 2.28613 -0.34
C -3.14878 -1.04457 -0.04756 -0.39
C -2.77200 -0.67647 -1.30494 -0.39
C 2.48924 1.62818 0.23491 -0.66
C 0.34008 -1.00929 -1.56293 -0.79
S -0.12696 0.45349 -0.21925 0.78
H 0.17728 -1.56720 1.03178 0.21
H 0.62099 2.60836 -0.47280 0.21
H 0.81801 1.14336 2.32191 0.23
H 1.08611 -0.35433 3.16586 0.20
H -3.53418 -1.96735 0.00337 0.18
H -3.34766 -0.30394 0.79313 0.20
H -2.57150 -1.51633 -1.96638 0.19
H -2.26226 0.32448 -1.50138 0.21
H 2.86131 2.38959 0.97970 0.21
H 2.77691 0.75807 0.72278 0.21
H 3.26475 1.79635 -0.48750 0.21
H 0.23286 -0.58339 -2.57797 0.22
H 1.33046 -1.40622 -1.29047 0.22
H -0.32728 -1.86848 -1.36651 0.21
```

Kohn-Sham gap = 8.02 eV
ΔE to the lowest compared entry with this formula, charge and spin = 141.42 kcal/mol
Highest occupied orbital energy = -7.23 eV
Calculated total energy = -673.0711 Ha



No. 3
Below is a single C7H14SSi molecule at a distorted geometry, with properties calculated with ωB97M-V/def2-TZVPD.

Structure (XYZ):
```
23
Properties=species:S:1:pos:R:3:nbo_charge:R:1
C 0.88703 -0.31227 -0.39962 -0.31
C 2.85680 0.66101 1.00297 -0.37
C 2.97084 1.19059 -0.38701 -0.39
C 1.63193 0.87374 0.12137 -0.40
C -2.05367 -0.60719 -1.79099 -1.07
C -1.58633 1.13760 0.77683 -1.10
C -1.56821 -1.88959 0.71658 -1.13
Si -1.01080 -0.38585 -0.22482 1.59
S 1.76264 -1.91249 -0.95550 -0.15
H 3.18474 -0.36788 1.10528 0.24
H 2.93968 1.25701 1.84723 0.22
H 3.24089 2.32094 -0.52710 0.22
H 3.36004 0.49298 -1.17321 0.25
H 0.96758 1.69570 0.26916 0.23
H -1.94071 0.02405 -2.56698 0.23
H -2.22882 -1.57864 -2.26122 0.25
H -3.02830 -0.29824 -1.36979 0.23
H -2.44914 1.02047 1.36485 0.24
H -0.84483 1.36619 1.50933 0.23
H -1.83314 1.97555 0.06413 0.24
H -1.55897 -2.70868 0.00922 0.25
H -1.07852 -2.20234 1.73955 0.25
H -2.62072 -1.75267 1.12975 0.24
```

Kohn-Sham gap = 7.49 eV
ΔE to the lowest compared entry with this formula, charge and spin = 57.36 kcal/mol
Highest occupied orbital energy = -8.46 eV
Calculated total energy = -962.7065 Ha



No. 4
Below is 2 unconnected molecules or ions with the total composition C7H14Si at a distorted geometry, with properties calculated with ωB97M-V/def2-TZVPD.

Structure (XYZ):
```
22
Properties=species:S:1:pos:R:3:nbo_charge:R:1
C 0.46484 -1.77984 -0.24637 -0.14
C 0.63947 -0.51709 -0.19336 -0.30
C 1.12809 -3.03218 -0.38021 -0.43
C -0.11069 -2.98448 0.40805 -0.41
C -1.54391 0.89289 1.35913 -1.11
C -0.94565 1.58126 -1.74901 -1.10
C 1.00579 2.44360 0.66245 -1.10
Si -0.22109 1.19130 -0.01164 1.60
H 2.23334 0.25637 -1.23601 -0.07
H 1.16657 -3.63734 -1.35370 0.23
H 1.95545 -3.42564 0.23171 0.23
H -0.08814 -2.91077 1.50124 0.23
H -1.05644 -3.47409 -0.01934 0.23
H -2.66607 1.24148 1.42066 0.25
H -1.53634 -0.22740 1.49650 0.23
H -0.97101 1.23907 2.14320 0.22
H -1.31883 0.66131 -2.09496 0.24
H -1.69432 2.41648 -1.78544 0.24
H -0.12889 1.92655 -2.54239 0.25
H 0.95421 2.63159 1.68395 0.23
H 2.05360 2.20855 0.50078 0.26
H 0.68001 3.29841 0.20474 0.23
```

Kohn-Sham gap (alpha / beta) = 8.54 / 8.40 eV
ΔE to the lowest compared entry with this formula, charge and spin = 102.42 kcal/mol
Highest occupied orbital energy (alpha / beta) = -8.39 / -8.26 eV
Calculated total energy = -564.3852 Ha



No. 5
Below is 2 unconnected molecules or ions with the total composition C7H15BF6O6P at a distorted geometry, with properties calculated with ωB97M-V/def2-TZVPD.

Structure (XYZ):
```
36
Properties=species:S:1:pos:R:3:nbo_charge:R:1
C -0.72842 -3.90366 2.95352 -0.64
C -0.82211 -3.33129 1.54878 -0.06
O 0.28807 -2.54799 1.19825 -0.52
C 1.41709 -3.29702 0.81314 -0.10
C 2.39551 -2.38757 0.13681 -0.09
O 2.22557 -2.29433 -1.28354 -0.54
C 1.11361 -1.65041 -1.71715 1.01
O -0.00156 -2.16994 -1.79462 -0.57
O 1.41173 -0.44768 -2.30138 -0.70
B 1.27115 0.69783 -1.54510 1.29
O 1.06529 0.62110 -0.21498 -0.91
O 1.41210 1.90545 -2.18292 -0.74
C 0.17463 2.56374 -2.46068 -0.08
C -0.77755 1.74806 -3.29828 -0.64
H -1.73087 -4.09945 3.30955 0.21
H -0.19476 -4.84325 2.96438 0.19
H -0.28609 -3.18884 3.62892 0.22
H -1.68496 -2.68516 1.49130 0.19
H -0.98205 -4.13229 0.83341 0.16
H 1.90010 -3.67848 1.71408 0.16
H 1.15068 -4.12455 0.16436 0.18
H 3.37857 -2.81411 0.26494 0.19
H 2.39482 -1.42232 0.62075 0.21
H 0.72889 1.44838 0.14574 0.52
H -0.30527 2.90170 -1.55682 0.21
H 0.41730 3.45994 -3.01150 0.18
H -1.29412 0.98707 -2.72654 0.21
H -0.24330 1.25946 -4.10278 0.21
H -1.53385 2.39400 -3.71462 0.22
F -2.60023 6.09209 1.80866 -0.60
P -1.74036 4.72406 1.45181 2.60
F -2.03337 3.18944 2.00397 -0.60
F -0.52283 5.78798 1.10775 -0.59
F -1.19748 4.87718 3.00818 -0.60
F -0.97615 3.90981 0.20902 -0.62
F -3.08977 4.45106 0.53359 -0.60
```

Kohn-Sham gap = 10.46 eV
Highest occupied orbital energy = -7.89 eV
Calculated total energy = -1692.9152 Ha
Total charge = -1



Q: The lowest calculated total energy belongs to which entry?
A: C7H14OSe